{"formula": "C44H47BBrCoGe2IN9O4", "method": "wB97M-V/def2-TZVPD", "multiplicity": 2, "e_homo_ha": [-0.40967, -0.40930], "s2": 0.755, "charge": 1, "e_above_lowest_kj_mol": 2.9, "homo_lumo_gap_ev": [8.0, 8.0], "symbols": ["Co", "C", "C", "C", "C", "N", "N", "B", "N", "C", "C", "C", "C", "N", "N", "C", "C", "C", "C", "N", "N", "C", "C", "C", "C", "N", "H", "H", "H", "H", "H", "H", "H", "H", "H", "H", "H", "H", "H", "H", "H", "H", "H", "H", "H", "H", "O", "C", "C", "C", "C", "C", "C", "C", "O", "N", "O", "O", "H", "H", "H", "H", "C", "Ge", "C", "C", "Ge", "C", "C", "C", "C", "C", "C", "C", "C", "C", "C", "C", "C", "H", "H", "H", "H", "H", "H", "H", "H", "H", "H", "H", "H", "H", "H", "H", "H", "H", "H", "H", "Br", "C", "C", "C", "C", "C", "C", "I", "H", "H", "H", "H"], "positions_angstrom": [[0.528, 1.187, 0.611], [0.255, 4.387, 1.968], [-0.775, 3.337, 2.222], [-1.979, 3.532, 2.902], [-2.603, 2.309, 2.897], [-1.808, 1.431, 2.268], [-0.689, 2.053, 1.846], [-2.108, -0.009, 1.803], [-2.329, 0.037, 0.221], [-3.234, 0.914, -0.232], [-2.889, 1.344, -1.498], [-1.704, 0.686, -1.788], [-0.854, 0.828, -2.997], [-1.364, -0.116, -0.757], [-0.883, -0.851, 2.135], [-0.790, -1.864, 3.004], [0.514, -2.295, 3.027], [1.196, -1.475, 2.124], [2.632, -1.592, 1.753], [0.347, -0.586, 1.585], [-3.382, -0.485, 2.456], [-4.464, -1.139, 1.957], [-5.282, -1.463, 3.004], [-4.612, -0.972, 4.149], [-5.038, -1.051, 5.578], [-3.477, -0.388, 3.812], [0.716, 4.694, 2.908], [1.037, 4.051, 1.297], [-0.223, 5.264, 1.531], [-2.331, 4.447, 3.346], [-3.540, 1.992, 3.322], [-4.032, 1.242, 0.416], [-3.408, 2.055, -2.117], [-1.351, 0.432, -3.882], [-0.641, 1.885, -3.158], [0.094, 0.312, -2.860], [-1.657, -2.202, 3.545], [0.925, -3.103, 3.606], [2.832, -2.602, 1.393], [2.898, -0.881, 0.980], [3.269, -1.419, 2.621], [-4.599, -1.301, 0.900], [-6.232, -1.970, 2.959], [-6.099, -0.828, 5.680], [-4.871, -2.051, 5.980], [-4.469, -0.343, 6.177], [1.836, 0.492, -0.663], [2.564, 1.235, -1.355], [2.303, 2.572, -1.737], [3.206, 3.196, -2.621], [2.932, 4.448, -3.078], [1.765, 5.133, -2.684], [0.883, 4.548, -1.823], [1.121, 3.242, -1.305], [0.280, 2.719, -0.499], [3.865, 5.092, -4.008], [3.560, 6.186, -4.434], [4.880, 4.488, -4.292], [3.496, 0.801, -1.734], [4.106, 2.690, -2.948], [1.594, 6.127, -3.071], [-0.011, 5.063, -1.499], [3.038, -3.090, -1.188], [1.462, -2.758, -2.291], [0.898, -4.545, -2.901], [2.021, -1.711, -3.862], [-0.737, -2.047, -1.349], [-1.270, -3.259, 0.072], [-0.392, -4.291, 0.399], [-0.761, -5.282, 1.298], [-2.014, -5.247, 1.892], [-2.895, -4.219, 1.585], [-2.523, -3.236, 0.682], [-2.042, -2.169, -2.806], [-3.405, -2.024, -2.537], [-4.347, -2.139, -3.546], [-3.943, -2.408, -4.847], [-2.594, -2.554, -5.133], [-1.654, -2.432, -4.118], [3.800, -3.435, -1.892], [2.854, -3.891, -0.475], [3.416, -2.229, -0.658], [1.530, -4.823, -3.748], [-0.141, -4.593, -3.221], [1.052, -5.279, -2.112], [3.108, -1.621, -3.845], [1.604, -0.709, -3.930], [1.747, -2.252, -4.767], [0.599, -4.328, -0.039], [-0.069, -6.080, 1.536], [-2.302, -6.018, 2.595], [-3.872, -4.179, 2.050], [-3.221, -2.446, 0.449], [-3.744, -1.815, -1.529], [-5.399, -2.024, -3.319], [-4.678, -2.504, -5.635], [-2.272, -2.761, -6.145], [-0.605, -2.535, -4.370], [4.964, 2.374, 5.167], [5.288, 3.019, 3.425], [6.476, 3.700, 3.189], [6.758, 4.194, 1.927], [5.853, 4.014, 0.891], [4.668, 3.335, 1.122], [4.385, 2.833, 2.387], [2.580, 1.822, 2.674], [7.174, 3.839, 4.002], [7.685, 4.724, 1.756], [6.064, 4.406, -0.096], [3.951, 3.207, 0.321]], "lowdin_charge": [0.442, -0.058, -0.314, 0.009, -0.041, 0.032, 0.009, -0.672, 0.054, -0.030, 0.037, -0.334, 0.003, -0.024, 0.041, -0.038, 0.006, -0.335, -0.069, 0.038, -0.004, -0.103, -0.007, -0.339, -0.029, 0.121, 0.085, 0.022, 0.092, 0.115, 0.123, 0.143, 0.126, 0.099, 0.098, 0.043, 0.130, 0.120, 0.068, 0.031, 0.080, 0.107, 0.108, 0.079, 0.080, 0.078, -0.108, -0.152, -0.137, 0.057, -0.139, 0.035, 0.029, -0.333, -0.095, -0.358, 0.092, 0.080, 0.149, 0.136, 0.128, 0.127, -0.232, 0.738, -0.231, -0.233, 1.042, -0.307, -0.125, -0.067, -0.063, -0.061, -0.119, -0.315, -0.102, -0.065, -0.069, -0.067, -0.130, 0.038, 0.018, -0.006, 0.034, 0.015, 0.021, 0.026, -0.003, 0.024, 0.061, 0.111, 0.111, 0.109, 0.048, 0.083, 0.109, 0.110, 0.110, 0.072, 0.743, -0.742, -0.122, -0.066, -0.070, -0.143, -0.675, 1.257, 0.105, 0.114, 0.110, 0.073]}


{"formula": "C44H47IrN4S3Si", "method": "wB97M-V/def2-TZVPD", "multiplicity": 5, "e_homo_ha": [-0.04771, -0.07404], "s2": 6.022, "charge": -2, "e_above_lowest_kj_mol": 0.0, "homo_lumo_gap_ev": [5.4, 5.4], "symbols": ["Ir", "C", "Si", "C", "C", "C", "C", "C", "C", "N", "C", "S", "H", "H", "H", "H", "H", "H", "H", "H", "H", "H", "H", "H", "S", "C", "S", "C", "C", "N", "C", "N", "C", "C", "C", "C", "C", "C", "C", "C", "C", "C", "C", "C", "C", "C", "H", "H", "H", "H", "H", "H", "H", "H", "H", "H", "H", "C", "C", "C", "C", "C", "C", "C", "C", "N", "C", "C", "C", "C", "C", "C", "C", "C", "C", "C", "H", "H", "H", "H", "H", "H", "H", "H", "H", "H", "H", "H", "H", "H", "H", "H", "H", "H", "H", "H", "H", "H", "H", "H"], "positions_angstrom": [[0.296, 0.132, -0.785], [-0.332, 5.225, 2.315], [-2.036, 4.442, 2.207], [-2.474, 3.534, 3.794], [-3.282, 5.861, 2.053], [-2.216, 3.382, 0.675], [-3.131, 3.671, -0.321], [-3.219, 2.888, -1.473], [-2.330, 1.847, -1.619], [-1.419, 1.556, -0.682], [-1.374, 2.255, 0.483], [-0.272, 1.682, 1.656], [-0.252, 5.851, 3.208], [-0.150, 5.855, 1.442], [0.440, 4.458, 2.350], [-2.517, 4.233, 4.634], [-1.739, 2.760, 4.008], [-3.452, 3.056, 3.699], [-3.196, 6.516, 2.924], [-4.311, 5.498, 2.013], [-3.102, 6.468, 1.164], [-3.795, 4.522, -0.211], [-3.944, 3.091, -2.248], [-2.336, 1.185, -2.479], [-2.610, -1.204, -3.388], [-1.068, -1.911, -3.349], [0.372, -0.970, -3.020], [-0.878, -3.272, -3.631], [0.394, -3.905, -3.591], [1.398, -4.477, -3.590], [-1.962, -4.134, -3.947], [-2.822, -4.851, -4.230], [0.749, 3.494, -5.839], [-0.044, 2.719, -5.006], [0.406, 2.349, -3.748], [1.666, 2.729, -3.288], [2.446, 3.520, -4.141], [2.002, 3.896, -5.397], [2.226, 2.415, -1.962], [1.881, 1.578, -0.953], [2.698, 1.780, 0.275], [2.887, 3.069, 0.784], [3.620, 3.292, 1.939], [4.193, 2.229, 2.621], [4.014, 0.941, 2.131], [3.271, 0.721, 0.983], [0.396, 3.779, -6.823], [-1.020, 2.375, -5.327], [-0.221, 1.725, -3.143], [3.425, 3.839, -3.801], [2.636, 4.502, -6.034], [3.107, 3.035, -1.771], [2.406, 3.903, 0.286], [3.723, 4.303, 2.319], [4.758, 2.398, 3.530], [4.443, 0.094, 2.653], [3.124, -0.293, 0.636], [4.735, -2.386, -1.728], [3.727, -2.757, -0.675], [3.973, -3.770, 0.244], [2.999, -4.100, 1.177], [3.222, -5.228, 2.152], [1.793, -3.416, 1.195], [1.509, -2.376, 0.292], [2.520, -2.082, -0.636], [0.334, -1.626, 0.257], [-0.910, -2.194, 0.820], [-0.942, -2.129, 2.361], [-2.262, -2.710, 2.884], [-3.434, -1.861, 2.388], [-3.435, -1.876, 0.858], [-3.642, -3.303, 0.355], [-2.482, -4.167, 0.850], [-2.431, -4.148, 2.382], [-1.168, -3.617, 0.291], [-2.096, -1.332, 0.356], [5.635, -2.997, -1.646], [5.021, -1.335, -1.641], [4.310, -2.529, -2.723], [4.914, -4.310, 0.222], [4.283, -5.470, 2.236], [2.700, -6.131, 1.827], [2.851, -4.974, 3.146], [1.072, -3.717, 1.938], [2.354, -1.308, -1.376], [-0.845, -1.076, 2.645], [-0.110, -2.658, 2.824], [-2.241, -2.704, 3.981], [-3.328, -0.834, 2.751], [-4.380, -2.258, 2.775], [-4.230, -1.228, 0.477], [-3.673, -3.313, -0.738], [-4.597, -3.698, 0.722], [-2.611, -5.195, 0.496], [-1.599, -4.768, 2.735], [-3.353, -4.577, 2.792], [-1.218, -3.562, -0.799], [-0.356, -4.301, 0.530], [-1.959, -0.326, 0.755], [-2.121, -1.287, -0.738]], "lowdin_charge": [1.143, -0.185, 0.495, -0.195, -0.204, -0.263, -0.098, -0.074, -0.159, -0.123, -0.767, 0.650, 0.022, 0.029, -0.007, 0.019, -0.003, 0.027, 0.019, 0.023, 0.023, 0.085, 0.093, 0.021, 0.493, -1.184, 0.549, -0.441, -0.305, 0.112, -0.310, 0.101, -0.117, -0.077, -0.066, -0.212, -0.063, -0.116, -0.101, -0.252, -0.317, -0.086, -0.110, -0.122, -0.091, -0.048, 0.087, 0.105, 0.021, 0.100, 0.087, 0.094, 0.108, 0.091, 0.084, 0.095, 0.079, -0.044, -0.272, -0.030, -0.277, -0.065, -0.004, -0.269, -0.075, -0.084, -0.431, -0.082, -0.289, -0.125, -0.276, -0.116, -0.281, -0.125, -0.065, -0.139, 0.065, 0.077, 0.082, 0.103, 0.064, 0.076, 0.070, 0.086, 0.031, 0.093, 0.098, 0.131, 0.118, 0.111, 0.141, 0.117, 0.113, 0.137, 0.114, 0.110, 0.123, 0.109, 0.064, 0.055]}